1:
2 unconnected molecules or ions with the total composition C5H14N2O, computed with wB97M-V/def2-TZVPD.

The geometry in XYZ format:
```
22
Properties=species:S:1:pos:R:3:lowdin_charge:R:1
C 1.79 0.40 0.88 -0.110
C 0.98 -0.81 0.42 -0.326
C 1.68 -1.57 -0.70 -0.103
C -0.88 -0.76 0.22 -0.548
N -1.44 -0.27 1.39 0.122
O -1.37 -1.69 -0.39 -0.015
H 1.28 0.95 1.69 0.064
H 1.93 1.11 0.06 0.072
H 2.79 0.12 1.23 0.080
H 0.95 -1.49 1.27 0.113
H 2.68 -1.92 -0.41 0.077
H 1.78 -0.95 -1.60 0.076
H 1.13 -2.48 -0.96 0.074
H -0.85 0.20 2.06 0.082
H -2.23 -0.80 1.72 0.105
C -1.80 1.89 -0.81 -0.144
N -0.97 0.75 -1.19 -0.041
H -1.94 2.57 -1.65 0.066
H -1.36 2.41 0.04 0.073
H -2.79 1.54 -0.50 0.073
H -1.38 0.20 -1.94 0.107
H 0.05 0.61 -0.84 0.102
```

## Properties
* E_HOMO: -8.3 eV
* structure (SMILES): CC(C)C(N)=O.CN
* HOMO-LUMO gap: 9.236 eV
* LUMO energy: 0.899 eV
* molecular weight: 118.18 g mol⁻¹

***

2:
C5H14N2O in the gas phase, computed with wB97M-V/def2-TZVPD.

The geometry in XYZ format:
```
22
Properties=species:S:1:pos:R:3:lowdin_charge:R:1
C 1.17 -1.54 -0.92 -0.097
N 0.30 -1.22 0.21 -0.158
O 1.10 -1.56 1.37 -0.109
C -0.24 0.30 0.40 -0.466
C 0.87 1.35 0.38 -0.049
C -0.97 0.33 1.75 -0.059
C -1.28 0.48 -0.72 -0.244
N -0.85 1.09 -1.98 -0.002
H 2.10 -0.96 -0.93 0.080
H 1.45 -2.60 -0.90 0.086
H 0.66 -1.39 -1.87 0.074
H 0.98 -2.23 2.06 0.103
H 0.45 2.36 0.45 0.091
H 1.46 1.33 -0.54 0.067
H 1.56 1.21 1.22 0.083
H -0.29 0.19 2.59 0.076
H -1.74 -0.44 1.80 0.087
H -1.45 1.31 1.91 0.086
H -2.16 1.03 -0.37 0.114
H -1.55 -0.61 -0.90 0.124
H -1.56 0.94 -2.69 0.069
H -0.01 0.64 -2.32 0.046
```

## Properties
* E_HOMO: -8.6 eV
* structure (SMILES): CN(O)C(C)(C)CN
* HOMO-LUMO gap: 9.437 eV
* LUMO energy: 0.870 eV
* molecular weight: 118.18 g mol⁻¹

***

3:
2 unconnected molecules or ions with the total composition C5H14N2O, computed with wB97M-V/def2-TZVPD.

The geometry in XYZ format:
```
22
Properties=species:S:1:pos:R:3:lowdin_charge:R:1
C -0.86 0.23 -0.34 -0.467
C -1.22 -1.01 -1.13 -0.085
C -2.11 0.86 0.25 -0.073
O -0.26 1.17 -1.26 -0.112
H -0.87 1.39 -1.98 0.092
H 0.89 1.54 0.59 0.117
H -2.60 0.17 0.94 0.079
H -1.88 -0.77 -1.98 0.082
H -1.75 -1.74 -0.52 0.082
H -0.32 -1.48 -1.53 0.073
H -1.87 1.77 0.81 0.072
H -2.85 1.12 -0.53 0.083
N 1.71 0.98 0.87 -0.033
N 2.58 0.74 -0.26 0.020
C 0.55 -0.44 1.03 -0.194
C 1.11 -1.65 0.93 -0.138
H 2.28 1.06 1.72 0.142
H 1.97 0.84 -1.07 0.073
H 2.88 -0.23 -0.20 0.059
H 0.01 -0.17 1.92 0.085
H 1.67 -1.96 0.06 0.018
H 0.95 -2.42 1.66 0.025
```

## Properties
* E_HOMO: -6.6 eV
* HOMO-LUMO gap: 7.347 eV
* LUMO energy: 0.794 eV
* molecular weight: 118.18 g mol⁻¹

***

4:
2 unconnected molecules or ions with the total composition C5H14N2O, computed with wB97M-V/def2-TZVPD.

The geometry in XYZ format:
```
22
Properties=species:S:1:pos:R:3:lowdin_charge:R:1
C 0.99 -1.89 -0.52 -0.007
C 0.41 1.57 1.09 -0.058
C 1.53 0.93 -1.09 -0.072
C 0.33 -0.82 0.29 -0.276
C 0.42 0.58 -0.09 -0.404
N -0.43 -1.20 1.31 0.187
H -0.68 -2.18 1.36 0.122
H -1.25 -0.58 1.49 0.090
H 0.74 -2.89 -0.16 0.084
H 2.08 -1.76 -0.51 0.095
H 0.67 -1.81 -1.56 0.102
H -0.46 1.42 1.73 0.064
H 1.31 1.48 1.70 0.082
H 2.52 0.86 -0.64 0.082
H 1.39 1.95 -1.43 0.080
H 1.51 0.30 -1.98 0.071
H 0.37 2.59 0.71 0.081
N -2.15 0.04 -0.88 -0.176
O -2.67 0.02 0.53 -0.289
H -2.96 0.93 0.71 0.053
H -2.99 -0.19 -1.41 -0.025
H -0.68 0.66 -0.64 0.113
```

## Properties
* E_HOMO: -6.6 eV
* HOMO-LUMO gap: 7.190 eV
* LUMO energy: 0.542 eV
* molecular weight: 118.18 g mol⁻¹

***

Energies relative to the most stable structure, in kJ/mol: 1 0.0; 2 77.5; 3 337.1; 4 217.1.

***

1:
2 unconnected molecules or ions with the total composition C5H14N2O, computed with wB97M-V/def2-TZVPD.

The geometry in XYZ format:
```
22
Properties=species:S:1:pos:R:3:lowdin_charge:R:1
C -2.11 -0.62 0.13 -0.081
C -0.65 -0.55 -0.28 -0.363
C -0.42 -1.26 -1.60 -0.081
C 0.35 -0.58 0.69 -0.369
C 1.81 -0.75 0.36 -0.035
N 0.09 -0.31 2.01 0.119
H -2.44 -1.66 0.25 0.084
H -2.34 -0.10 1.06 0.062
H -2.73 -0.17 -0.65 0.077
H -0.41 -2.35 -1.49 0.082
H 0.52 -0.95 -2.07 0.065
H -1.21 -1.00 -2.31 0.075
H 2.39 0.08 0.76 0.084
H 2.18 -1.69 0.80 0.087
H 2.03 -0.77 -0.70 0.070
H 0.87 -0.41 2.65 0.100
H -0.85 -0.47 2.34 0.085
N 0.47 3.29 -0.29 -0.058
O 0.61 1.97 -0.82 -0.248
H 0.86 3.22 0.65 0.055
H 1.18 3.83 -0.81 0.062
H -0.23 1.27 -0.68 0.129
```

## Properties
* E_HOMO: -7.7 eV
* structure (SMILES): CC(C)=C(C)N.NO
* HOMO-LUMO gap: 8.583 eV
* LUMO energy: 0.840 eV
* molecular weight: 118.18 g mol⁻¹

***

2:
C5H14N2O in the gas phase, computed with wB97M-V/def2-TZVPD.

The geometry in XYZ format:
```
22
Properties=species:S:1:pos:R:3:lowdin_charge:R:1
C -1.09 -0.40 -1.90 -0.137
N 0.24 -0.58 -1.24 -0.267
C 1.29 -0.61 -2.27 -0.119
C 0.60 0.51 -0.22 -0.182
C -0.44 0.46 0.92 -0.366
N -0.18 1.73 1.60 0.010
C -0.02 -0.78 1.82 -0.182
O -0.54 -0.57 3.16 -0.127
H -1.87 -0.75 -1.15 0.079
H -1.54 0.54 -2.34 0.096
H -1.17 -1.20 -2.69 0.087
H 1.18 -1.51 -2.81 0.050
H 1.07 0.33 -2.89 0.101
H 2.29 -0.59 -1.67 0.112
H 0.56 1.51 -0.67 0.112
H 1.55 0.38 0.35 0.122
H -1.51 0.39 0.57 0.140
H -1.04 1.96 2.25 0.129
H 0.63 1.69 2.14 0.037
H -0.68 -1.64 1.50 0.131
H 0.97 -1.11 1.87 0.088
H -0.30 0.23 3.68 0.087
```

## Properties
* E_HOMO: -8.7 eV
* structure (SMILES): CN(C)C[C@H](N)CO
* HOMO-LUMO gap: 9.474 eV
* LUMO energy: 0.803 eV
* molecular weight: 118.18 g mol⁻¹

***

3:
C5H14N2O in the gas phase, computed with wB97M-V/def2-TZVPD.

The geometry in XYZ format:
```
22
Properties=species:S:1:pos:R:3:lowdin_charge:R:1
C -0.04 -2.27 1.18 -0.139
C 0.10 -1.38 -0.01 -0.214
C -0.11 0.14 0.47 -0.324
C 1.15 0.84 1.16 -0.229
N 1.54 0.19 2.47 -0.065
N -0.31 1.04 -0.69 -0.071
C -1.39 0.64 -1.64 -0.327
O -1.05 1.07 -2.92 -0.095
H -0.44 -3.28 0.84 0.085
H 0.96 -2.52 1.57 0.064
H -0.67 -1.86 2.08 0.104
H 1.04 -1.56 -0.51 0.115
H -0.52 -1.56 -0.79 0.029
H -0.98 0.19 1.13 0.130
H 0.87 1.92 1.44 0.121
H 2.03 0.71 0.54 0.091
H 2.52 -0.31 2.44 0.098
H 0.82 -0.60 2.68 0.055
H 0.69 1.03 -1.33 0.195
H -1.31 -0.43 -1.79 0.095
H -2.38 1.13 -1.35 0.142
H -1.11 2.10 -2.97 0.141
```

## Properties
* E_HOMO: -8.8 eV
* structure (SMILES): CC[C@@H](CN)NCO
* HOMO-LUMO gap: 9.799 eV
* LUMO energy: 0.969 eV
* molecular weight: 118.18 g mol⁻¹

***

4:
C5H14N2O in the gas phase, computed with wB97M-V/def2-TZVPD.

The geometry in XYZ format:
```
22
Properties=species:S:1:pos:R:3:lowdin_charge:R:1
C -2.02 0.61 -0.46 -0.089
C -0.95 -0.47 -0.40 -0.330
C -0.58 -0.99 -1.78 -0.091
C 0.49 0.00 0.65 -0.588
C 1.23 -1.30 0.93 -0.034
O -0.11 0.55 1.79 0.004
N 1.37 0.83 -0.08 -0.049
N 1.60 2.16 0.40 -0.014
H -1.69 1.44 -1.08 0.080
H -2.22 1.01 0.54 0.071
H -2.96 0.20 -0.85 0.082
H -1.33 -1.30 0.20 0.115
H 0.08 -1.86 -1.73 0.069
H -0.07 -0.22 -2.36 0.077
H -1.48 -1.28 -2.34 0.078
H 1.68 -1.69 0.02 0.078
H 2.02 -1.11 1.67 0.088
H 0.56 -2.05 1.34 0.078
H -0.05 -0.04 2.55 0.108
H 0.34 0.91 -0.60 0.138
H 1.52 2.28 1.41 0.065
H 2.58 2.33 0.18 0.063
```

## Properties
* E_HOMO: -8.0 eV
* structure (SMILES): CC(C)[C@](C)(O)NN
* HOMO-LUMO gap: 8.829 eV
* LUMO energy: 0.792 eV
* molecular weight: 118.18 g mol⁻¹

***

Energies relative to the most stable structure, in kJ/mol: 1 25.4; 2 0.0; 3 14.6; 4 91.8.

***

1:
2 unconnected molecules or ions with the total composition C11H18, computed with wB97M-V/def2-TZVPD.

The geometry in XYZ format:
```
29
Properties=species:S:1:pos:R:3:lowdin_charge:R:1
C -0.45 0.45 -3.14 -0.051
C -0.47 -0.74 -2.20 -0.289
C -1.40 -0.70 -1.13 -0.065
C -1.37 -1.68 -0.18 -0.108
C -0.55 -2.83 -0.33 -0.098
C 0.46 -2.76 -1.25 -0.092
C 0.50 -1.70 -2.19 -0.054
H -0.83 1.37 -2.71 0.072
H -0.93 0.17 -4.08 0.081
H 0.60 0.66 -3.35 0.077
H -2.12 0.11 -1.19 0.111
H -2.13 -1.62 0.60 0.104
H -0.70 -3.67 0.33 0.099
H 1.11 -3.62 -1.40 0.100
H 1.32 -1.74 -2.91 0.109
C 0.22 2.63 1.16 -0.083
C 0.18 1.21 1.71 -0.491
C 1.15 0.22 1.04 -0.077
C 0.28 1.22 3.24 -0.088
H 0.32 2.66 0.08 0.060
H 1.17 3.05 1.51 0.084
H -0.66 3.22 1.41 0.074
H -0.78 0.71 1.51 0.106
H 2.05 0.01 1.62 0.074
H 0.64 -0.75 1.04 0.050
H 1.42 0.53 0.04 0.074
H 1.33 1.40 3.48 0.077
H -0.39 1.94 3.69 0.070
H 0.02 0.23 3.63 0.075
```

## Properties
* E_HOMO: -9.1 eV
* structure (SMILES): Cc1ccccc1.CC(C)C
* HOMO-LUMO gap: 10.072 eV
* LUMO energy: 0.977 eV
* molecular weight: 150.27 g mol⁻¹

***

2:
2 unconnected molecules or ions with the total composition C11H18, computed with wB97M-V/def2-TZVPD.

The geometry in XYZ format:
```
29
Properties=species:S:1:pos:R:3:lowdin_charge:R:1
C -0.92 -2.53 1.15 -0.069
C 0.16 -1.79 0.46 -0.291
C 0.78 -0.77 1.18 -0.080
C 1.95 -0.17 0.71 -0.099
C 2.42 -0.46 -0.56 -0.097
C 1.76 -1.43 -1.31 -0.093
C 0.72 -2.16 -0.78 -0.040
H -1.68 -1.77 1.38 0.078
H -0.69 -3.04 2.08 0.085
H -1.52 -3.29 0.63 0.080
H 0.28 -0.46 2.09 0.118
H 2.49 0.53 1.33 0.105
H 3.36 -0.08 -0.93 0.099
H 2.19 -1.67 -2.28 0.102
H 0.24 -3.02 -1.22 0.108
C -0.34 3.11 -0.45 -0.086
C -1.09 1.78 -0.13 -0.463
C -2.15 2.13 0.93 -0.088
C -1.76 1.05 -1.28 -0.089
H 0.36 3.33 0.34 0.069
H -1.03 3.94 -0.55 0.067
H 0.20 3.02 -1.39 0.070
H -0.21 1.19 0.18 0.086
H -3.17 2.09 0.54 0.073
H -2.24 1.43 1.76 0.063
H -2.01 3.10 1.40 0.071
H -2.62 1.65 -1.63 0.078
H -1.15 0.72 -2.12 0.075
H -2.26 0.18 -0.85 0.069
```

## Properties
* E_HOMO: -9.0 eV
* structure (SMILES): Cc1ccccc1.CC(C)C
* HOMO-LUMO gap: 9.921 eV
* LUMO energy: 0.893 eV
* molecular weight: 150.27 g mol⁻¹

***

Energies relative to the most stable structure, in kJ/mol: 1 0.0; 2 14.9.